Below is the molecule C3Cl4N2S in a non-equilibrium geometry, with properties calculated with the ωB97M-V functional and the def2-TZVPD basis.

```
10
Properties=species:S:1:pos:R:3
Cl -0.13 2.34 -1.70
C -0.47 0.81 -1.08
N -1.26 -0.05 -1.53
S -1.39 -1.59 -0.98
N -0.17 -1.83 0.07
C 0.61 -0.96 0.57
Cl 1.95 -1.50 1.57
C 0.31 0.48 0.52
Cl 1.56 1.59 0.84
Cl -1.02 0.71 1.72
```

The calculation puts the HOMO energy at -9.237 eV. For the energy above the lowest of the compared OMol25 structures with the same formula, charge and spin, the calculation gives 0.0000 eV. The largest force on an atom comes out at 3.9 eV Å⁻¹. For the LUMO energy, the calculation gives -0.14 eV. The molar mass comes out at 237.926 u. Its SMILES is ClC1=NSN=C(Cl)C1(Cl)Cl. The calculated total energy is -67014.3960 eV.

Atom charges from the natural (NBO) analysis, given in e for atoms 1 to 4: number 1, Cl, carries 0.103; number 2, C, carries 0.228; number 3, N, carries -0.624; number 4, S, carries 0.795



Below is the molecule C3ClF2N in a non-equilibrium geometry, with properties calculated with the ωB97M-V functional and the def2-TZVPD basis.

```
7
Properties=species:S:1:pos:R:3
N 1.82 1.22 -1.32
C 0.92 0.63 -0.95
C -0.06 -0.27 -0.46
Cl -0.90 -1.31 -1.58
C -0.41 -0.13 1.00
F -1.36 -0.90 1.44
F -0.02 0.76 1.88
```

The calculation puts the HOMO energy at -9.818 eV. For the energy above the lowest of the compared OMol25 structures with the same formula, charge and spin, the calculation gives 0.8957 eV. The largest force on an atom comes out at 5.9 eV Å⁻¹. For the LUMO energy, the calculation gives -0.33 eV. The molar mass comes out at 123.489 u. Its SMILES is N#CC(Cl)=C(F)F. The calculated total energy is -22556.1115 eV.

Atom charges from the natural (NBO) analysis, given in e for atoms 1 to 4: number 1, N, carries -0.261; number 2, C, carries 0.208; number 3, C, carries -0.332; number 4, Cl, carries 0.091



Below is a structure of composition C3CoLiO3 in a non-equilibrium geometry, with properties calculated with the ωB97M-V functional and the def2-TZVPD basis.

```
8
Properties=species:S:1:pos:R:3
C -0.77 -0.30 -0.51
C -1.88 -0.64 0.17
O -2.89 -0.99 0.56
O 0.61 1.60 -0.27
C 0.38 0.46 -0.61
O 0.73 -0.74 -0.20
Co 1.83 2.77 0.30
Li 1.97 -2.15 0.56
```

The calculation puts the HOMO energy (spin up / spin down) at -23.247 / -23.041 eV. The largest force on an atom comes out at 6.1 eV Å⁻¹. For the LUMO energy (spin up / spin down), the calculation gives -15.37 / -17.66 eV. The molar mass comes out at 149.904 u. The net charge is +3. The calculated total energy is -47044.4180 eV. The spin multiplicity is 4.

Atom charges from the natural (NBO) analysis, given in e for atoms 1 to 4: number 1, C, carries -0.013; number 2, C, carries 0.760; number 3, O, carries -0.093; number 4, O, carries -0.713